Entry from the OMol25 dataset: 10 unconnected molecules or ions with the total composition C44H114N6O16 at a distorted geometry (ωB97M-V/def2-TZVPD).

Calculated values
**2S+1**: 2
**Electronic energy**: -3276.48334 Ha
**Molecular weight**: 983.422 g/mol
**HOMO-LUMO gap (spin up / spin down)**: 7.03 / 1.89 eV
**Total charge**: +1

```
180
C44H114N6O16 ωB97M-V/def2-TZVPD
C -0.887 -6.737 -0.128
O 0.364 -7.145 0.267
H -1.219 -5.910 0.500
H -0.919 -6.483 -1.187
H -1.626 -7.521 0.042
H 0.527 -7.981 -0.176
C 2.609 -0.188 -2.006
O 3.331 -1.164 -1.219
H 2.060 0.510 -1.375
H 3.328 0.301 -2.664
H 1.887 -0.591 -2.716
H 2.616 -1.505 -0.677
C -6.325 3.492 4.982
O -5.269 2.713 4.454
C -4.511 3.326 3.468
C -3.473 2.327 2.870
N -4.028 1.160 2.326
C -2.984 0.330 1.718
C -3.558 -1.090 1.361
O -3.847 -1.674 2.584
C -4.506 -2.941 2.586
H -7.226 3.384 4.378
H -6.066 4.546 5.077
H -6.567 3.118 5.977
H -4.035 4.252 3.790
H -5.146 3.631 2.636
H -2.758 2.092 3.658
H -2.925 2.856 2.090
H -4.440 0.593 3.054
H -2.112 0.176 2.354
H -2.655 0.773 0.778
H -2.785 -1.717 0.914
H -4.384 -1.158 0.653
H -3.973 -3.579 1.879
H -5.485 -2.777 2.137
H -4.650 -3.423 3.553
C 0.042 2.111 1.218
O -0.043 0.698 1.085
C 0.985 0.041 1.840
C 0.976 -1.501 1.669
N 1.044 -1.912 0.264
C 0.898 -3.309 0.019
C 0.485 -3.560 -1.446
O -0.882 -3.206 -1.666
C -1.303 -3.533 -3.029
H 0.853 2.537 0.626
H 0.084 2.475 2.244
H -0.850 2.556 0.776
H 0.990 0.362 2.882
H 1.938 0.443 1.496
H 0.051 -1.836 2.137
H 1.812 -1.960 2.198
H 0.244 -1.476 -0.172
H 0.156 -3.741 0.691
H 1.864 -3.794 0.164
H 0.682 -4.597 -1.718
H 1.046 -2.906 -2.113
H -0.618 -3.147 -3.784
H -2.188 -2.976 -3.338
H -1.461 -4.607 -3.131
C 4.984 10.739 0.990
O 5.350 9.620 0.197
C 6.011 9.932 -0.982
C 5.961 8.731 -1.848
N 4.571 8.384 -2.128
C 4.492 7.172 -2.964
C 3.052 6.590 -2.964
O 2.628 6.151 -1.735
C 1.433 5.378 -1.707
H 3.961 11.003 0.725
H 5.717 11.546 0.978
H 4.911 10.502 2.052
H 7.018 10.226 -0.684
H 5.539 10.721 -1.568
H 6.426 7.858 -1.389
H 6.413 9.046 -2.789
H 3.833 8.379 -1.438
H 5.120 6.344 -2.634
H 4.741 7.459 -3.985
H 3.028 5.741 -3.647
H 2.399 7.379 -3.337
H 0.809 5.541 -2.586
H 0.895 5.700 -0.816
H 1.654 4.314 -1.617
C 4.562 -0.317 3.086
O 4.275 -1.311 4.165
C 4.805 -2.609 3.947
C 4.218 -3.679 4.916
N 2.795 -4.014 4.753
C 2.473 -4.682 3.472
C 0.923 -4.979 3.409
O 0.193 -3.787 3.733
C -1.194 -4.082 3.920
H 4.249 0.636 3.513
H 3.946 -0.446 2.196
H 5.616 -0.407 2.820
H 5.891 -2.626 4.040
H 4.566 -2.942 2.937
H 4.539 -3.282 5.880
H 4.768 -4.606 4.754
H 2.200 -3.211 4.900
H 3.084 -5.564 3.283
H 2.672 -4.118 2.560
H 0.748 -5.814 4.086
H 0.726 -5.306 2.388
H -1.626 -4.371 2.961
H -1.502 -3.072 4.191
H -1.388 -4.740 4.766
C 1.913 1.892 5.490
O 2.662 2.661 4.582
C 3.188 3.805 5.196
C 2.127 4.843 5.605
N 1.520 5.644 4.511
C 0.694 4.865 3.609
C -0.223 5.696 2.721
O -1.131 4.810 2.060
C -2.170 5.474 1.295
H 1.052 2.375 5.952
H 2.527 1.626 6.351
H 1.599 0.965 5.009
H 3.864 4.123 4.401
H 3.800 3.462 6.030
H 2.602 5.562 6.272
H 1.415 4.444 6.327
H 2.210 6.104 3.934
H 0.198 4.076 4.174
H 1.419 4.324 3.001
H 0.414 6.197 1.993
H -0.796 6.417 3.304
H -2.893 6.039 1.884
H -2.815 4.804 0.727
H -1.770 6.180 0.568
C 0.251 -7.481 -3.867
O 0.349 -6.390 -4.764
C 0.362 -6.825 -6.135
C 0.677 -5.734 -7.127
N -0.437 -4.810 -7.153
C -0.133 -3.730 -8.093
C -1.155 -2.619 -7.927
O -1.088 -2.194 -6.558
C -2.118 -1.336 -6.123
H 0.306 -7.151 -2.829
H 1.038 -8.235 -3.881
H -0.666 -8.046 -4.034
H -0.618 -7.244 -6.363
H 1.076 -7.628 -6.317
H 0.843 -6.108 -8.137
H 1.615 -5.261 -6.836
H -0.650 -4.367 -6.271
H -0.090 -4.174 -9.088
H 0.840 -3.269 -7.923
H -2.159 -2.832 -8.295
H -0.891 -1.728 -8.497
H -2.187 -0.313 -6.491
H -2.018 -1.222 -5.043
H -2.999 -1.964 -6.252
C -3.835 0.086 -2.379
C -2.628 1.038 -2.561
C -1.334 0.344 -2.154
O -2.557 1.339 -3.918
H -4.721 0.545 -2.817
H -4.063 -0.086 -1.327
H -3.680 -0.885 -2.850
H -2.875 1.966 -2.045
H -1.385 0.016 -1.116
H -0.424 0.939 -2.237
H -1.266 -0.532 -2.799
H -1.749 1.857 -3.936
C -4.717 -3.591 -1.237
C -5.187 -5.018 -1.696
C -4.889 -5.308 -3.136
O -4.476 -5.901 -0.920
H -3.653 -3.511 -1.016
H -5.291 -3.368 -0.338
H -4.952 -2.787 -1.934
H -6.251 -5.218 -1.571
H -4.917 -6.365 -3.400
H -3.957 -4.873 -3.496
H -5.632 -4.805 -3.755
H -4.773 -5.894 -0.007
```


Entry from the OMol25 dataset: 2 unconnected molecules or ions with the total composition C4H11NO2 at a distorted geometry (ωB97M-V/def2-TZVPD).

Calculated values
**2S+1**: 1
**Electronic energy**: -363.90867 Ha
**Molecular weight**: 105.137 g/mol
**HOMO-LUMO gap**: 4.11 eV
**Total charge**: 0

```
18
C4H11NO2 ωB97M-V/def2-TZVPD
C -1.450 -1.496 0.567
N -0.569 -0.810 -0.457
C 0.893 -0.536 0.020
C 0.763 0.633 1.061
C 0.595 1.957 0.214
O -1.413 -0.856 1.712
H -1.038 -2.531 0.701
H -2.412 -1.620 0.031
H 1.354 -1.398 0.511
H 1.392 -0.236 -0.935
H -0.219 0.351 1.496
H 1.555 0.451 1.789
H 1.405 2.030 -0.527
H 0.270 2.947 0.560
H -0.170 1.583 -0.480
H -0.405 -1.525 -1.191
H 1.447 0.883 -3.344
O 0.954 1.034 -2.529
```


Entry from the OMol25 dataset: a single C2H6P2S2 molecule at a distorted geometry (ωB97M-V/def2-TZVPD).

Calculated values
**2S+1**: 1
**Electronic energy**: -1558.82644 Ha
**Structure (SMILES)**: C=P1(C)SPS1
**Molecular weight**: 156.152 g/mol
**HOMO-LUMO gap**: 7.95 eV
**Total charge**: 0

```
12
C2H6P2S2 ωB97M-V/def2-TZVPD
C 0.138 0.087 1.807
P -0.360 0.221 0.211
C 0.368 -1.097 -1.200
S -0.440 2.142 -1.127
P -2.508 2.052 -1.236
S -2.448 0.324 0.236
H -0.248 0.704 2.481
H 1.100 -0.291 1.828
H 1.108 -1.736 -0.709
H -0.397 -1.930 -1.477
H 0.720 -0.438 -2.020
H -2.650 3.013 -0.162
```


Entry from the OMol25 dataset: 2 unconnected molecules or ions with the total composition C5H13NO at a distorted geometry (ωB97M-V/def2-TZVPD).

Calculated values
**2S+1**: 1
**Electronic energy**: -328.17849 Ha
**Structure (SMILES)**: CC=O.CCNC
**Molecular weight**: 103.165 g/mol
**HOMO-LUMO gap**: 9.68 eV
**Total charge**: 0

```
20
C5H13NO ωB97M-V/def2-TZVPD
C -0.507 -2.137 -1.141
C -0.761 -0.667 -1.275
O -0.217 0.008 -2.158
H -1.317 -2.668 -1.645
H -0.528 -2.447 -0.098
H 0.432 -2.419 -1.614
H -1.608 -0.262 -0.704
C 0.115 -0.536 2.017
C 0.787 0.083 0.814
N -0.147 1.602 0.449
C 0.194 2.281 -0.723
H -0.152 0.230 2.747
H -0.809 -1.041 1.732
H 0.777 -1.250 2.515
H 1.196 -0.640 0.111
H 1.699 0.617 1.103
H 0.198 2.107 1.260
H 0.148 1.431 -1.576
H 1.143 2.834 -0.717
H -0.643 2.872 -1.098
```